# 1
Computed, not measured: a 2-piece molecular cluster, CHBrClNO2 overall in a non-equilibrium geometry, with wB97M-V/def2-TZVPD.

- relative energy (zero: lowest compared OMol25 entry of this formula, charge and spin) (kJ/mol) = 412.8
- Kohn-Sham gap (spin up / spin down) (eV) = 8.7 / 8.4
- E_tot (eV) = -89195.3209

Each line ends with the Mulliken charge.
Geometry (Å):
1 C 0.2116 0.2389 -0.4636  -0.01
2 N 0.0426 -0.4601 0.7604  1.01
3 O 0.1194 0.0830 1.7942  -0.54
4 O -0.2683 -1.5974 0.5508  -0.57
5 Cl 0.2288 -0.8568 -1.7417  -0.04
6 Br 1.5629 1.4764 -0.3759  0.01
7 H -1.8970 1.1160 -0.5243  0.14

Forces on atoms 1 to 6 (eV/Å):
0.09 0.97 -1.45
-1.28 -1.44 -1.31
0.50 1.70 2.84
-0.60 -2.31 1.57
0.09 0.57 -1.52
0.26 0.83 -0.19

# 2
Computed, not measured: a 2-piece molecular cluster, CHBrF3N overall in a non-equilibrium geometry, with wB97M-V/def2-TZVPD.

- relative energy (zero: lowest compared OMol25 entry of this formula, charge and spin) (kJ/mol) = 125.6
- Kohn-Sham gap (eV) = 9.8
- E_tot (eV) = -80736.1749

Each line ends with the Mulliken charge.
Geometry (Å):
1 C -0.3193 0.3509 -0.3109  0.79
2 N 0.1305 -0.8597 0.2350  -0.49
3 F -1.5561 0.6068 0.1508  -0.24
4 F 0.4157 1.4418 -0.0001  -0.25
5 F -0.3929 0.3092 -1.6350  -0.23
6 Br 1.9087 -1.2147 -0.0420  0.05
7 H -0.1866 -0.6344 1.6022  0.36

Forces on atoms 1 to 6 (eV/Å):
-0.35 1.19 -0.07
-2.03 0.36 5.38
-0.01 -0.29 0.11
0.19 -0.07 0.03
0.21 -0.27 -0.34
0.44 0.04 0.05

# 3
Computed, not measured: CHBrFI as an isolated structure, with wB97M-V/def2-TZVPD.

- relative energy (zero: lowest compared OMol25 entry of this formula, charge and spin) (kJ/mol) = 393.7
- Kohn-Sham gap (spin up / spin down) (eV) = 9.2 / 8.5
- E_tot (eV) = -81908.9109

Each line ends with the Mulliken charge.
Geometry (Å):
1 C -0.2927 0.0203 -0.0604  0.01
2 F 0.1387 -0.1082 -1.3106  -0.11
3 Br -0.5346 1.8106 0.4308  -0.04
4 I -1.7752 -1.3717 0.4284  0.12
5 H 2.4638 -0.3511 0.5118  0.02

Forces on the atoms, in the same order (eV/Å):
-0.03 -0.21 -0.15
-0.02 0.02 0.03
-0.02 0.10 0.06
0.14 0.10 0.02
-0.08 -0.01 0.03

# 4
Computed, not measured: a 2-piece molecular cluster, CHBrI2 overall in a non-equilibrium geometry, with wB97M-V/def2-TZVPD.

- relative energy (zero: lowest compared OMol25 entry of this formula, charge and spin) (kJ/mol) = 297.6
- Kohn-Sham gap (spin up / spin down) (eV) = 4.0 / 4.0
- E_tot (eV) = -87292.9431

Each line ends with the Mulliken charge.
Geometry (Å):
1 C -0.3973 -0.2880 -0.2781  -0.06
2 Br 1.9372 1.3613 1.7133  -0.67
3 I 0.1523 -0.4910 -2.3343  0.30
4 I -2.1285 -0.8611 0.7614  0.35
5 H 0.4363 0.2788 0.1377  0.08

Forces on the atoms, in the same order (eV/Å):
-0.64 -0.49 -1.65
-0.55 -0.40 -0.56
-0.99 -0.09 1.99
1.94 0.59 -1.20
0.24 0.39 1.42

# 5
Computed, not measured: a 2-piece molecular cluster, CHBrO overall in a non-equilibrium geometry, with wB97M-V/def2-TZVPD.

- expectation value of S² = 2.395
- relative energy (zero: lowest compared OMol25 entry of this formula, charge and spin) (kJ/mol) = 360.6
- multiplicity = 3
- Kohn-Sham gap (spin up / spin down) (eV) = 7.8 / 8.5
- E_tot (eV) = -73134.8630

Each line ends with the Mulliken charge.
Geometry (Å):
1 C 0.1844 -0.2173 -0.1546  -0.21
2 O -1.8770 0.7309 0.4602  -0.24
3 Br 1.5648 -0.1835 0.9131  0.10
4 H 0.1278 -0.3301 -1.2186  0.35

Forces on the atoms, in the same order (eV/Å):
-3.04 -0.42 0.59
1.42 -0.40 -0.41
1.03 0.37 0.34
0.59 0.44 -0.53

# 6
Computed, not measured: CHCaF3O as an isolated structure in a non-equilibrium geometry, with wB97M-V/def2-TZVPD.

- expectation value of S² = 0.751
- multiplicity = 2
- total charge = -1
- Kohn-Sham gap (spin up / spin down) (eV) = 4.7 / 6.9
- E_tot (eV) = -29690.4260

Each line ends with the Mulliken charge.
Geometry (Å):
1 C 1.1139 0.2361 0.1240  0.64
2 F 1.6467 1.0527 -0.8391  -0.25
3 F 1.9472 -0.8519 0.1072  -0.25
4 F 1.4500 0.8702 1.2918  -0.25
5 H -0.2384 -0.0496 -0.0268  0.01
6 Ca -3.9016 -0.8299 -0.4328  0.20
7 O -2.0178 -0.4276 -0.2243  -1.09

Forces on atoms 1 to 6 (eV/Å):
-1.73 -0.35 -0.20
-0.57 -0.12 -0.07
-0.57 -0.13 -0.06
-0.57 -0.13 -0.06
2.22 0.46 0.25
0.54 0.11 0.06

# 7
Computed, not measured: CHCaF4NO5S2 as an isolated structure in a non-equilibrium geometry, with wB97M-V/def2-TZVPD.

- relative energy (zero: lowest compared OMol25 entry of this formula, charge and spin) (kJ/mol) = 0.0
- Kohn-Sham gap (eV) = 7.9
- E_tot (eV) = -63754.0920

Each line ends with the Mulliken charge.
Geometry (Å):
1 N -1.2841 -0.6382 0.7846  -0.37
2 S 0.0211 -1.2656 1.7978  0.47
3 O -0.5584 -1.0936 3.1474  -0.62
4 O 0.2070 -2.6732 1.3748  -0.59
5 S -1.3065 -0.1382 -0.6237  1.08
6 O -1.4154 1.5703 -0.6823  -0.12
7 O -2.4339 -0.4134 -1.4974  -0.64
8 C 0.2203 -0.5093 -1.6884  0.64
9 F 1.3083 -0.5108 -0.9451  -0.16
10 F 0.0603 -1.6825 -2.2510  -0.18
11 F 0.2906 0.4247 -2.6094  -0.20
12 F -1.3098 2.0544 0.6283  -0.12
13 Ca 2.1719 0.2536 1.4651  1.54
14 O 2.3367 1.9572 0.5572  -0.96
15 H 1.6921 2.6647 0.5420  0.25

Forces on atoms 1 to 6 (eV/Å):
0.22 0.56 -1.71
-0.87 -1.75 1.47
0.72 0.08 -1.35
-0.11 1.57 0.05
-2.83 -0.90 0.64
0.42 -0.58 -0.08

# 8
Computed, not measured: a 2-piece molecular cluster, CHCl2N2O2 overall in a non-equilibrium geometry, with wB97M-V/def2-TZVPD.

- relative energy (zero: lowest compared OMol25 entry of this formula, charge and spin) (kJ/mol) = 485.0
- total charge = -1
- Kohn-Sham gap (spin up / spin down) (eV) = 4.6 / 7.6
- E_tot (eV) = -33166.9569

Each line ends with the Mulliken charge.
Geometry (Å):
1 C -0.2306 1.0328 0.1339  -0.13
2 N 0.3495 0.1123 -0.4645  -0.06
3 N 0.9563 -1.1421 -0.2378  0.81
4 O 0.7252 -1.8097 0.7582  -0.60
5 O 1.7832 -1.3461 -1.0778  -0.62
6 Cl -0.8046 2.3471 -0.7034  -0.07
7 Cl -0.4460 1.2231 1.8956  -0.15
8 H -2.3330 -0.4174 -0.3044  -0.18

Forces on atoms 1 to 6 (eV/Å):
-1.18 -2.22 2.33
1.71 -1.48 -1.55
-1.67 3.72 1.62
-0.56 -0.29 0.41
1.78 -1.56 -1.81
-0.49 1.72 -0.99

# 9
Computed, not measured: one molecule with the formula CHCl2OP in a non-equilibrium geometry, with wB97M-V/def2-TZVPD.

- relative energy (zero: lowest compared OMol25 entry of this formula, charge and spin) (kJ/mol) = 18.7
- Kohn-Sham gap (eV) = 9.7
- E_tot (eV) = -37433.4527

Each line ends with the Mulliken charge.
Geometry (Å):
1 C -0.0307 0.0352 0.7125  -0.11
2 O -2.6807 0.3708 -0.1493  -0.42
3 P -1.9472 -0.0207 1.0325  0.37
4 Cl -0.2216 1.6864 1.3972  -0.11
5 Cl 0.7714 -0.9991 1.8930  -0.16
6 H 0.7081 -0.0135 -0.0370  0.43

Forces on the atoms, in the same order (eV/Å):
-0.62 -0.37 1.64
-0.77 0.32 -1.21
0.92 -0.82 0.53
0.58 0.75 0.06
0.03 -0.46 0.73
-0.13 0.58 -1.74

# 10
Computed, not measured: one molecule with the formula CHCl2OPS in a non-equilibrium geometry, with wB97M-V/def2-TZVPD.

- relative energy (zero: lowest compared OMol25 entry of this formula, charge and spin) (kJ/mol) = 172.7
- Kohn-Sham gap (spin up / spin down) (eV) = 7.5 / 7.5
- E_tot (eV) = -48269.0739

Each line ends with the Mulliken charge.
Geometry (Å):
1 C 0.8458 0.4349 -0.1785  -0.01
2 O 3.4595 -1.3025 -1.3272  -0.42
3 P 3.7475 -0.9594 0.0402  0.47
4 S 1.4675 -0.5789 0.9705  -0.13
5 Cl 4.0242 1.0367 -0.0518  -0.19
6 Cl 0.5759 2.1016 0.1343  -0.03
7 H 0.5031 0.1754 -1.2748  0.31

Forces on atoms 1 to 6 (eV/Å):
-0.49 -0.75 -0.66
-0.20 -1.24 -2.01
0.73 -0.36 0.97
-1.86 0.98 -0.77
0.71 1.63 0.30
0.11 -0.50 -0.15

# 11
Computed, not measured: CHCl4P as an isolated structure in a non-equilibrium geometry, with wB97M-V/def2-TZVPD.

- relative energy (zero: lowest compared OMol25 entry of this formula, charge and spin) (kJ/mol) = 338.5
- Kohn-Sham gap (spin up / spin down) (eV) = 9.0 / 8.3
- E_tot (eV) = -60427.9375

Each line ends with the Mulliken charge.
Geometry (Å):
1 C 1.8111 -2.5342 -0.0207  0.29
2 P 1.9105 -1.0366 1.1164  0.21
3 Cl 0.6209 -2.4514 -1.3300  -0.11
4 Cl 3.5255 -2.3699 -0.7243  -0.15
5 Cl 1.6599 -4.0040 0.8492  -0.11
6 Cl 1.1246 -1.8205 2.6862  -0.13
7 H -0.3585 1.1143 0.7579  0.01

Forces on atoms 1 to 6 (eV/Å):
1.10 0.56 -0.55
0.50 1.23 -1.73
0.20 0.16 0.22
-0.81 -0.34 -0.06
0.10 -1.20 -0.25
-1.16 -0.31 2.38

# 12
Computed, not measured: a 2-piece molecular cluster, CHCl4PS overall in a non-equilibrium geometry, with wB97M-V/def2-TZVPD.

- relative energy (zero: lowest compared OMol25 entry of this formula, charge and spin) (kJ/mol) = 183.5
- Kohn-Sham gap (spin up / spin down) (eV) = 5.7 / 5.7
- E_tot (eV) = -71265.8954

Each line ends with the Mulliken charge.
Geometry (Å):
1 C 0.1672 0.3437 -0.9943  -0.27
2 P -0.3153 0.1796 0.7652  0.68
3 S -1.4999 -1.2122 1.4267  -0.23
4 Cl 0.7745 -2.1956 -0.3929  -0.33
5 Cl -0.7869 0.1418 -2.3041  0.07
6 Cl 1.4665 0.2748 1.5939  -0.12
7 Cl -1.1037 2.1350 1.0031  -0.23
8 H 1.2976 0.3330 -1.0976  0.43

Forces on atoms 1 to 6 (eV/Å):
2.43 -3.27 0.76
-2.44 -0.54 0.85
0.20 1.72 -0.25
0.31 1.47 -1.12
-0.33 0.50 -0.08
0.65 0.50 0.42